Entry 1:
{"formula": "C22H28CsF4N3", "method": "the ωB97M-V functional and the def2-TZVPD basis", "species": ["C", "C", "H", "C", "H", "C", "H", "H", "H", "H", "F", "H", "H", "H", "H", "F", "F", "N", "H", "C", "C", "C", "H", "C", "H", "N", "C", "H", "H", "H", "C", "F", "C", "C", "C", "H", "H", "C", "N", "H", "H", "C", "H", "H", "H", "C", "H", "H", "C", "Cs", "H", "C", "C", "H", "H", "C", "C", "C"], "positions_angstrom": [[-0.07, -0.33, 5.75], [0.53, 4.65, -4.09], [1.08, 2.69, 4.40], [0.34, -2.34, 4.55], [0.52, -2.60, -1.18], [-2.31, 1.98, 4.26], [0.95, 5.93, -5.80], [0.81, -4.43, 2.70], [0.08, 2.47, 2.95], [0.64, -3.39, 4.55], [0.08, 5.68, -3.32], [0.70, -0.34, -5.26], [-0.83, 2.04, 5.80], [-0.28, 3.79, 4.10], [-3.00, 1.39, 4.87], [1.84, 1.56, -6.44], [0.05, 3.22, -2.30], [0.92, 1.07, -3.67], [0.61, -2.16, 6.71], [-0.04, -2.52, 2.08], [0.96, 2.22, -4.29], [0.99, -3.64, 1.96], [2.00, -3.26, 2.14], [1.38, 3.83, -6.11], [-1.52, -3.53, 0.81], [-0.19, -1.46, -2.79], [-1.26, -1.42, -3.75], [2.34, -0.16, -4.67], [0.97, -4.11, 0.97], [-0.11, 0.23, 6.70], [1.39, 2.55, -5.62], [1.81, 4.02, -7.39], [-1.44, -3.06, 1.80], [-0.87, 1.79, 4.73], [0.96, 4.93, -5.39], [-2.15, -2.23, 1.84], [-1.30, -0.45, -4.25], [1.13, -1.34, -3.40], [-0.70, 0.29, 2.14], [-1.23, -2.66, -1.42], [-2.21, -1.58, -3.24], [-0.01, -1.74, 3.37], [-2.63, 3.03, 4.31], [0.16, -1.76, 1.31], [-2.37, 1.64, 3.22], [0.33, -1.67, 5.78], [-1.16, -2.21, -4.52], [1.86, -1.25, -2.60], [1.29, -0.15, -4.35], [0.02, 0.86, -0.39], [-1.71, -3.80, 2.55], [-0.27, -2.63, -1.94], [-0.43, 0.34, 4.61], [-0.15, -3.57, -2.51], [1.36, -2.27, -3.96], [-0.42, -0.30, 3.26], [0.53, 3.39, -3.57], [0.06, 2.76, 4.00]], "mulliken_charge": [-0.515, -0.089, 0.317, -0.115, 0.397, -1.429, 0.456, 0.366, 0.087, 0.089, -0.343, 0.406, 0.247, 0.443, 0.305, -0.364, -0.314, -0.179, 0.269, 1.884, 0.340, -1.690, 0.368, 0.056, 0.299, 0.339, -1.133, 0.474, 0.429, 0.168, 0.619, -0.352, -1.389, 0.252, -0.640, 0.346, 0.252, -0.851, -0.975, 0.405, 0.365, -0.076, 0.423, -0.578, 0.220, -1.252, 0.328, 0.443, -1.101, 0.918, 0.353, -1.263, 0.906, 0.321, 0.321, -0.372, 0.092, -1.279], "multiplicity": 1, "e_above_lowest_kcal_mol": 0.0, "total_charge": -2, "homo_lumo_gap_ev": 2.63, "lumo_energy_ev": 3.8}



Entry 2:
{"formula": "C22H28F5IN3O18P2S", "method": "the ωB97M-V functional and the def2-TZVPD basis", "species": ["I", "H", "C", "P", "H", "O", "N", "O", "F", "N", "H", "C", "H", "H", "S", "O", "C", "O", "O", "H", "H", "P", "O", "O", "C", "O", "H", "H", "O", "C", "H", "C", "O", "C", "C", "H", "C", "O", "H", "C", "C", "F", "C", "H", "H", "C", "H", "C", "F", "O", "H", "C", "H", "O", "C", "H", "O", "H", "C", "C", "C", "N", "O", "O", "H", "F", "H", "H", "C", "O", "H", "F", "H", "H", "H", "C", "H", "H", "O", "C"], "positions_angstrom": [[2.61, -1.32, -4.66], [-2.19, -0.97, -1.05], [6.21, 5.60, 0.45], [0.97, -1.43, -1.12], [10.17, 2.56, 0.74], [-11.60, -0.22, 4.46], [2.25, 2.89, -3.96], [8.98, 1.57, -0.62], [-7.75, -1.86, 1.15], [-0.37, 0.89, -1.53], [2.58, 3.70, -3.46], [-2.11, -4.98, 1.72], [5.05, 0.40, -2.74], [8.69, 0.02, 1.65], [-3.18, 1.41, -0.18], [6.49, 6.98, 0.43], [-4.41, -1.86, 0.97], [-5.25, -5.91, 0.81], [0.86, -1.38, 0.33], [1.75, 3.19, -4.79], [-9.60, -0.59, 4.72], [-1.71, 0.19, -0.43], [5.43, 8.71, -0.57], [-4.63, -2.67, -0.07], [4.01, 0.81, -0.96], [-3.40, -4.68, 1.16], [-0.03, 3.70, -2.97], [8.95, 1.51, 2.59], [7.53, 1.64, 1.06], [-6.05, -2.86, -0.18], [3.60, 1.80, -1.12], [-12.22, -1.43, 4.36], [-5.57, -1.37, 1.48], [5.65, 7.55, -0.48], [5.70, 5.34, -0.94], [3.49, 0.25, -0.19], [0.21, 2.69, -2.67], [5.09, 6.59, -1.27], [4.33, -1.02, -2.09], [-6.58, -1.63, 0.52], [2.99, 0.28, -3.26], [-9.93, 0.81, 3.33], [8.75, 1.11, 1.60], [5.03, 0.98, -0.63], [2.53, -2.76, -0.88], [9.76, 1.56, 0.57], [-1.34, -4.38, 1.25], [-4.11, -5.83, 1.13], [-1.28, -7.09, 2.40], [2.35, -2.08, -1.54], [-6.34, -3.78, 0.34], [-10.30, -0.36, 3.92], [-6.69, -0.75, -0.13], [-3.33, -6.89, 1.49], [0.76, 0.25, -1.86], [-10.83, -1.08, 1.94], [6.84, 2.14, -1.01], [5.49, 5.38, 1.24], [7.70, 1.81, -0.26], [-10.49, -1.47, 2.91], [1.72, 0.84, -2.72], [-0.69, 2.11, -1.91], [-3.33, -1.58, 1.39], [-0.15, -2.35, -1.78], [4.99, 4.53, -0.99], [10.77, 0.68, 0.43], [6.52, 5.15, -1.64], [3.35, 1.04, -3.93], [4.15, 0.03, -2.27], [-13.20, -1.74, 4.93], [-2.12, -4.76, 2.79], [7.36, 4.91, 0.70], [-1.12, -0.06, 0.81], [-1.56, -6.70, 0.47], [-0.14, -2.19, -2.74], [-1.99, -6.46, 1.44], [-6.36, -2.93, -1.22], [-9.59, -2.06, 2.76], [-11.53, -2.24, 3.51], [1.40, 2.14, -3.12]], "mulliken_charge": [0.171, 0.136, 0.317, 0.663, 0.282, -0.319, -0.442, -0.309, -0.243, 0.787, 0.301, -0.339, 0.489, 0.287, -0.301, -0.308, 0.779, -0.499, -0.698, 0.293, 0.308, 0.040, -0.463, -0.243, -0.597, -0.146, 0.521, 0.278, -0.294, -0.373, 0.167, 0.604, -0.299, 0.554, 0.012, 0.247, -0.594, -0.343, 0.465, 0.212, -1.706, -0.282, -0.434, -0.059, 0.390, 0.312, 0.135, 0.537, -0.285, -0.254, 0.258, 0.302, 0.241, -0.337, 0.561, 0.232, -0.556, 0.293, 0.732, -0.188, 0.546, -1.049, -0.576, -0.418, -0.043, -0.285, 0.263, 0.712, -0.270, -0.470, 0.268, -0.291, 0.172, 0.280, 0.383, 0.325, 0.294, 0.141, -0.324, 0.345], "multiplicity": 1, "total_charge": 1, "homo_lumo_gap_ev": 6.92, "lumo_energy_ev": -5.1}



no.,E_HOMO (eV)
1,1.193
2,-12.043